[1]
90
Properties=species:S:1:pos:R:3:forces:R:3 method="wB97M-V/def2-TZVPD" e_above_lowest_kcal_mol=1.6 largest_force_ev_per_a=1.6 smiles=CC(C)O.CC(C)O.CC(C)O.CC(C)O.CC(C)O.CC(C)O.CCO.CCO
O -0.225 25.403 -6.554 -0.3626 -0.5208 -0.0315
O 5.114 20.529 -11.019 -0.1528 0.4167 -0.0795
O 3.233 20.073 -2.350 -0.0727 0.1197 0.0791
O 4.104 17.742 -3.960 -0.4624 0.2494 -0.1810
O 0.411 22.679 -5.987 -0.0009 -0.2088 -0.0578
O 1.799 26.329 -4.820 -0.1170 -0.1419 0.1168
O 2.127 24.610 -11.777 0.1541 -0.0642 0.1461
O -3.034 23.483 -12.139 -0.0379 -0.1648 -0.0438
C 2.082 23.611 -12.802 -0.4482 0.5390 -0.3945
C -1.547 25.596 -6.002 1.0638 0.2974 0.4783
C 1.475 22.344 -12.262 -0.3177 -0.2506 0.4005
C -3.381 22.148 -11.712 0.1751 0.3513 0.0477
C -2.449 21.229 -12.471 0.0680 0.2702 -0.2396
C 5.412 20.799 -8.629 0.2501 1.3450 -0.6538
C 3.635 24.786 -5.337 0.3437 -0.1191 -0.3370
C 2.459 25.122 -4.435 0.6779 -0.2145 -0.1495
C 3.483 23.440 -13.325 0.3550 -0.1192 0.1023
C 4.600 21.206 -9.860 0.4246 -1.5430 0.1621
C 0.375 22.281 -8.384 0.5259 0.1196 -0.2049
C 1.933 21.040 -6.790 0.1895 1.0551 0.5440
C 4.644 17.633 -6.306 0.6944 0.0192 -0.7761
C 0.876 20.023 -2.905 -0.0335 -0.0253 0.4702
C -2.497 24.830 -6.878 -0.7218 0.4684 -0.2651
C -1.591 25.125 -4.553 -0.0951 -0.5302 0.0695
C -3.207 22.037 -10.207 -0.1834 0.0974 -0.1136
C 1.991 20.746 -2.165 0.0419 -0.1570 -0.3497
C 2.355 17.068 -5.519 -0.3464 -0.2520 0.1618
C 3.569 17.935 -5.284 0.4556 -0.3408 -0.1289
C 2.137 22.178 -2.632 -0.0814 0.4359 0.3740
C 1.222 22.346 -7.111 -0.4164 -0.0039 -0.4596
H 1.726 24.320 -4.509 -0.1458 0.1131 0.0991
H 4.049 23.798 -5.114 -0.1810 0.0167 0.1620
H 0.493 22.574 -11.838 0.0438 -0.0599 0.0776
H 3.355 24.772 -6.394 -0.1419 0.0845 0.0907
H 1.440 24.010 -13.602 0.0934 -0.1530 -0.0381
H 4.476 25.481 -5.233 -0.1826 0.1252 0.0885
H 2.823 25.189 -3.405 -0.2382 0.0225 0.0568
H 2.623 16.005 -5.499 0.1300 0.0723 -0.1118
H -0.072 20.545 -2.768 -0.0018 0.0184 -0.1363
H 1.215 22.737 -2.446 -0.0412 -0.0845 -0.1440
H 1.963 23.146 -7.248 0.1279 -0.1501 -0.0177
H 0.960 21.862 -9.211 -0.0750 -0.1541 0.1386
H 4.044 22.747 -12.691 0.0475 0.0532 -0.0540
H 2.374 22.233 -3.694 -0.0317 -0.0892 -0.0236
H 5.105 16.648 -6.195 -0.2594 -0.0713 0.2776
H 2.112 21.948 -11.465 -0.0454 -0.0101 -0.0258
H 2.653 20.798 -7.568 -0.1301 -0.2664 -0.1202
H -2.159 22.184 -9.945 0.0004 -0.0428 0.0189
H -0.051 23.499 -6.227 0.1606 0.1737 0.0689
H 0.760 19.026 -2.471 -0.0114 -0.0670 -0.1967
H -3.793 22.811 -9.708 -0.0027 -0.0577 0.0622
H -3.516 24.877 -6.484 0.0975 -0.0679 0.1569
H 2.504 21.268 -5.881 -0.0185 -0.4591 0.0132
H -3.542 21.060 -9.855 0.0615 -0.0141 0.0657
H -1.433 21.603 -12.339 0.0337 -0.0945 0.0599
H -2.561 25.280 -7.872 0.2492 -0.1962 -0.0585
H 1.221 24.817 -11.528 -0.0017 -0.0088 0.0703
H 3.559 20.902 -9.711 -0.1519 0.4766 -0.1231
H 0.110 23.285 -8.726 -0.2563 -0.0186 0.2446
H 6.425 21.153 -8.838 0.1057 -0.2493 0.2336
H 3.789 16.887 -3.650 0.1182 -0.0209 0.0493
H 5.469 18.349 -6.281 -0.1208 0.0639 0.2695
H 4.769 19.633 -11.031 0.0091 -0.0033 0.0491
H 1.757 20.739 -1.095 0.0285 0.0232 0.0251
H 3.104 19.278 -2.883 0.2363 -0.0564 0.0583
H 4.266 17.668 -7.335 -0.2193 0.0595 0.1561
H -4.422 21.961 -11.993 -0.0083 -0.1291 0.0518
H 1.099 19.953 -3.970 -0.0328 0.0115 -0.0535
H 1.315 21.557 -13.000 0.1846 0.1109 -0.1880
H 1.919 17.284 -6.494 -0.0474 -0.0228 0.0156
H 5.442 19.728 -8.454 -0.2530 -0.0389 0.1511
H -0.518 21.680 -8.221 -0.0240 -0.0243 -0.0134
H 2.915 22.695 -2.064 0.1196 -0.1534 -0.1000
H -2.206 23.783 -6.950 0.0653 -0.0146 -0.0400
H -0.707 25.410 -3.980 0.0037 0.2436 -0.1308
H 3.484 23.052 -14.343 -0.0274 -0.0795 0.0103
H 2.446 27.034 -4.910 0.0225 0.0076 -0.0398
H -2.470 25.513 -4.035 -0.0260 0.0177 -0.0521
H -1.716 26.678 -6.015 -0.3861 -0.0561 -0.1523
H 1.217 20.245 -6.588 0.0568 -0.1132 -0.1334
H 0.442 25.668 -5.900 -0.0415 0.3990 -0.0895
H 3.314 18.991 -5.396 -0.1207 0.0209 0.3105
H 1.583 17.195 -4.755 0.0428 0.2470 -0.0458
H 4.713 22.270 -10.041 -0.2763 0.0879 -0.0579
H -1.641 24.030 -4.520 -0.0128 0.0766 0.0149
H 3.994 24.401 -13.321 0.0031 0.0280 -0.0697
H 5.046 21.392 -7.787 0.0201 -0.4324 0.2944
H -2.485 20.194 -12.136 -0.1393 -0.0253 0.0093
H -3.828 24.023 -12.165 -0.0036 0.0110 0.0851
H -2.674 21.300 -13.535 0.0248 -0.2080 -0.0059

[2]
116
Properties=species:S:1:pos:R:3:forces:R:3 method="wB97M-V/def2-TZVPD" e_above_lowest_kcal_mol=33.7 largest_force_ev_per_a=2.4 total_charge=-1
Ga -2.918 -0.351 -1.633 -0.2776 0.6687 -0.7843
S 7.962 -1.186 2.953 -0.5343 -0.4828 -0.0219
S 2.560 1.675 -1.297 0.2596 0.0466 0.5391
S -3.361 0.857 5.811 -0.1439 -0.6115 -0.5168
S -5.391 3.761 -5.586 0.2499 0.2428 -0.1316
S 0.673 -5.814 6.911 -0.9008 0.0853 0.0569
S 6.572 1.896 -4.509 -0.5891 0.3490 0.0470
P -1.912 -1.406 1.607 0.5189 -0.3490 0.0346
P -1.671 -1.978 -0.490 -0.0811 -0.8050 0.2805
O 1.509 -4.646 6.939 -0.0399 -0.3626 -0.2408
O 5.828 2.700 -5.691 0.0822 -0.0921 0.5868
O 6.824 -2.033 3.711 0.5275 0.0707 -0.5673
O -5.151 2.348 -5.624 -0.3810 0.4905 -0.0060
O -3.428 -0.670 1.655 2.2914 -0.7168 0.1701
O 9.147 -1.167 3.764 -0.3195 0.2910 -0.1121
O -4.474 0.003 6.614 0.2591 0.0092 -0.2915
O -2.166 0.911 6.611 -0.3799 0.3377 0.0473
O 6.290 0.495 -4.654 0.4256 0.3262 0.0258
O -3.978 2.059 5.317 0.3363 -0.1066 0.4035
O -6.398 4.330 -4.734 0.1915 -0.3796 -0.2331
O -0.775 -0.198 1.940 -1.7700 -1.1402 -0.0652
O 1.431 1.192 -0.558 0.2447 -0.0503 -0.5281
O 3.899 1.028 -0.685 -0.3505 0.6087 -0.1686
O 7.381 0.026 2.447 0.4052 -0.1761 0.2671
O -1.784 -2.548 2.582 -0.3921 1.9775 -0.8431
O -5.625 4.288 -7.092 0.3460 0.0562 0.4224
O 0.891 -6.870 5.962 0.2349 0.4135 0.2156
O 7.921 2.379 -4.403 -0.1685 -0.3639 -0.2218
O -0.866 -5.357 6.848 0.7017 -0.3815 0.4691
O 2.615 1.593 -2.732 -0.3000 -0.1009 0.3398
N -2.132 1.380 -1.159 -0.4056 -0.5617 0.5602
C -3.866 4.600 -5.285 0.0266 0.0526 -0.1331
C 6.242 1.355 -7.696 0.0409 -0.2148 0.1357
C 2.878 3.348 -0.827 0.1080 -0.0176 0.0684
C 6.451 -1.638 5.039 -0.3074 0.4197 0.7623
C -4.814 0.418 7.939 -0.1876 0.3607 0.5439
C -5.673 1.670 7.946 0.0609 0.2110 -0.1096
C -8.045 4.105 -7.426 -0.0486 0.0055 0.2597
C -4.245 -1.525 -4.078 0.2527 0.3261 0.0865
C 3.979 -0.406 -0.618 0.0093 -1.0010 -0.1500
C -1.387 -5.207 4.447 0.1122 -0.2352 -0.0491
C 8.203 -2.294 1.599 -0.0398 -0.0931 0.0473
C -3.130 -0.262 4.466 -0.1463 0.0435 0.6124
C 4.215 -1.027 -1.984 -0.1244 0.1772 -0.1641
C -6.659 3.670 -7.867 -0.6813 -0.3163 -0.2819
C 5.606 -0.376 5.048 0.0991 0.1900 -0.2027
C -5.509 -0.686 -4.491 0.4455 -0.5932 -0.0155
C -1.284 -4.486 5.776 -0.2053 0.4546 -0.9646
C -6.257 -0.058 -3.278 -0.0188 0.0561 -0.6133
C 0.620 -6.525 8.528 -0.0631 0.0313 0.0732
C 6.423 2.688 -6.994 0.3201 -0.2069 -0.7090
C 5.613 2.527 -3.168 0.0743 0.1607 -0.1614
C -3.019 -0.605 -3.666 -0.8199 -0.1703 -0.3018
H -1.799 -4.543 3.686 0.0293 0.1041 0.1152
H 5.256 -0.157 6.057 -0.0044 -0.1313 -0.0039
H 3.363 -0.867 -2.644 0.0081 -0.0417 0.0320
H -2.453 0.213 3.763 0.0443 0.1281 0.1507
H -2.691 2.083 -1.632 0.4178 0.2257 0.0183
H 8.904 -1.821 0.913 -0.0107 0.0786 0.0847
H -3.909 0.556 8.536 0.0600 0.0024 -0.1550
H 7.341 -1.522 5.663 0.0808 -0.0151 -0.1884
H -0.614 -3.626 5.706 0.0850 -0.1215 0.1126
H 6.616 1.407 -8.720 -0.0361 0.1135 0.0179
H -8.805 3.697 -8.094 0.0929 0.0092 -0.0721
H 7.479 2.961 -6.929 -0.0428 -0.0339 0.1739
H -4.011 5.665 -5.452 -0.0439 -0.0353 -0.0011
H -2.086 -0.965 -4.145 -0.4077 0.1992 0.2612
H -2.694 -1.185 4.841 0.0137 0.0414 -0.0423
H -5.122 2.529 7.562 0.0007 -0.0398 0.0122
H 4.370 -2.104 -1.892 0.0291 0.0378 0.1047
H 3.841 3.652 -1.231 -0.0151 -0.0244 0.0145
H 6.176 0.484 4.697 0.0062 -0.0249 0.0309
H 4.744 -0.486 4.389 -0.0183 -0.0512 0.0855
H -5.998 1.906 8.961 0.0021 -0.1170 0.0058
H -2.267 -4.107 6.057 0.1015 -0.1485 0.3097
H -6.551 1.537 7.312 0.0017 -0.0454 0.0552
H -6.217 -1.374 -5.009 0.3292 0.3485 0.2973
H -5.811 0.888 -2.918 -0.0800 -0.4737 -0.2407
H -0.276 -1.778 -0.707 -0.2579 0.3015 0.3696
H 5.871 -2.462 5.454 0.1108 -0.1390 -0.2892
H -4.088 -0.445 3.994 -0.0011 0.0488 -0.0029
H 3.082 -0.815 -0.147 -0.0513 0.2146 -0.0204
H -3.309 0.164 1.171 -0.4245 0.0668 -0.2806
H 5.932 2.008 -2.265 0.0489 -0.0638 -0.0791
H -8.123 5.193 -7.420 0.0067 -0.0265 -0.0724
H 8.615 -3.228 1.974 -0.0375 0.0340 0.0248
H -4.525 -2.193 -3.231 0.0491 0.3371 -0.4435
H 5.189 1.071 -7.716 0.0153 0.0619 -0.0407
H 4.822 -0.637 0.035 -0.0362 0.3714 0.0759
H -0.910 0.492 1.270 0.2081 0.0957 -0.1720
H 2.868 3.419 0.258 0.0082 -0.0510 -0.0311
H -4.431 -0.454 -1.078 0.3923 0.0340 0.1381
H 4.563 2.326 -3.360 0.0384 -0.0853 -0.0495
H -0.410 -5.544 4.103 -0.0027 0.0461 0.0036
H -1.155 1.440 -1.424 -0.1284 0.2302 -0.1851
H 7.249 -2.456 1.103 0.0047 0.0242 0.0480
H -6.557 2.582 -7.834 0.1074 0.0531 0.1406
H 0.427 -5.740 9.254 -0.0159 -0.0016 -0.0560
H -3.597 4.418 -4.246 -0.0985 -0.0898 -0.0154
H -0.158 -7.284 8.553 0.0094 0.0340 -0.0479
H -5.373 -0.405 8.386 0.1035 -0.1346 -0.2454
H -5.204 0.078 -5.249 -0.3094 -0.5584 0.7320
H -3.947 -2.212 -4.904 -0.2670 0.4879 0.3065
H -3.259 0.397 -4.103 0.4653 -0.4966 0.2973
H -7.299 0.161 -3.599 0.4910 -0.0619 0.3887
H -6.496 3.978 -8.900 0.2735 0.0995 0.1329
H -3.104 4.197 -5.948 -0.0515 -0.0199 0.0103
H 5.922 3.469 -7.567 -0.1119 0.0641 0.2958
H 1.591 -6.981 8.714 0.0120 0.0440 -0.0964
H 2.084 3.961 -1.252 -0.0412 -0.1189 -0.0257
H -2.024 -6.090 4.536 -0.0250 0.0451 0.0577
H -6.248 -0.761 -2.427 -0.1880 0.3228 -0.4126
H 5.087 -0.583 -2.467 0.0268 -0.0758 0.0194
H 5.799 3.595 -3.073 0.0706 -0.0336 -0.0706
H -8.265 3.758 -6.416 0.0146 -0.0141 -0.0359
H 6.783 0.561 -7.182 0.0008 0.0357 -0.0143

Number 1: E_HOMO -9.731 eV. Number 2: E_HOMO -5.041 eV.